Entry 1:
ORCA calculation (the ωB97M-V functional and the def2-TZVPD basis) on a cluster of 7 separate species, C25H52BF2O19 in total.

Atoms and positions in Å:
F  4.917  -2.908  1.581
F  5.191  -1.132  0.106
O  4.966  -3.929  -1.040
O  -3.556  -5.530  5.253
O  -1.142  3.518  5.311
O  2.467  -3.338  -4.885
O  -8.464  5.189  2.527
O  3.398  -3.854  -6.875
O  -1.378  1.402  4.576
O  3.994  -2.859  -11.263
O  -3.134  2.765  4.959
O  -6.709  3.825  2.142
O  -2.320  9.527  3.945
O  -1.926  -6.764  5.946
O  -1.505  -5.199  4.380
O  3.420  -1.411  -12.750
O  4.179  -4.790  -5.097
O  -1.714  9.933  1.920
O  4.805  -3.086  -13.355
O  -6.479  5.947  2.886
O  -2.409  11.655  3.200
C  -4.031  -4.480  4.413
C  4.141  -2.511  -12.538
C  -2.172  10.491  3.038
C  0.403  -1.316  1.795
C  -4.003  1.709  4.554
C  -2.809  9.983  5.205
C  2.984  -1.314  1.267
C  0.272  3.314  5.305
C  3.488  -0.924  -14.088
C  -1.837  2.453  4.914
C  -2.251  -5.772  5.117
C  1.559  -1.791  0.857
C  3.168  -1.337  2.817
C  -9.323  4.128  2.118
C  4.168  -4.979  -3.671
C  -0.545  -7.121  5.897
C  4.718  -4.033  -10.890
C  3.838  -3.024  -0.750
C  -1.506  10.857  0.854
C  4.625  -5.191  -0.492
C  2.473  -2.962  -7.490
C  -5.063  5.757  2.889
C  3.269  -3.934  -5.544
C  0.077  -2.414  2.869
C  -7.167  4.880  2.485
B  4.229  -2.143  0.569
H  1.555  -2.896  0.895
H  1.299  -1.538  -0.183
H  3.099  -1.663  -14.787
H  4.511  -0.654  -14.349
H  4.381  -4.050  -3.155
H  3.210  -5.387  -3.347
H  2.671  -2.978  -8.561
H  3.078  -0.252  0.972
H  3.943  -5.712  -1.185
H  0.806  -2.276  3.680
H  -0.513  -1.210  1.189
H  1.448  -3.289  -7.319
H  5.535  -5.770  -0.280
H  -3.812  1.430  3.519
H  0.549  2.513  5.989
H  -4.782  4.960  3.576
H  2.614  -1.946  -7.125
H  2.866  -0.033  -14.136
H  -0.762  11.603  1.130
H  0.625  3.093  4.299
H  4.376  -4.894  -11.463
H  -0.272  -7.471  4.902
H  -9.126  3.849  1.084
H  -5.024  2.076  4.630
H  4.520  -4.214  -9.836
H  -3.892  0.845  5.210
H  -2.117  10.695  5.653
H  3.729  -2.332  -1.603
H  5.789  -3.885  -11.025
H  -9.209  3.265  2.773
H  -5.096  -4.371  4.607
H  0.082  -6.279  6.188
H  0.626  -0.345  2.251
H  -1.135  10.289  0.005
H  -0.397  -7.931  6.607
H  4.123  -5.075  0.481
H  -3.532  -3.541  4.650
H  4.951  -5.693  -3.430
H  0.731  4.240  5.643
H  -4.703  5.541  1.885
H  2.442  -0.682  3.343
H  2.955  -3.672  -0.632
H  -2.886  9.113  5.852
H  -4.607  6.684  3.228
H  -3.888  -4.731  3.363
H  4.153  -0.901  3.030
H  -10.344  4.495  2.194
H  -2.442  11.339  0.573
H  -0.945  -2.338  3.258
H  0.254  -3.407  2.438
H  3.054  -2.335  3.255
H  -3.797  10.429  5.097

Computed properties:
spin multiplicity: 1
HOMO: -0.162 hartree
electronic energy: -2638.08283 hartree
charge: -1

=====

Entry 2:
ORCA calculation (the ωB97M-V functional and the def2-TZVPD basis) on a structure of composition C25H52BeBr6ClIN2O11SSi2.

Atoms and positions in Å:
I  4.021  -0.530  -5.726
Br  0.149  -3.599  12.009
Br  0.260  -2.742  8.951
Br  -0.054  -0.527  11.209
Br  1.303  3.681  -7.877
Br  5.647  4.625  -2.115
Br  2.828  6.488  -3.541
Cl  3.150  2.790  -7.251
S  1.439  2.533  3.361
Si  -2.427  0.774  -1.381
Si  -4.628  0.087  0.485
O  2.927  1.987  3.632
O  1.034  2.760  4.892
O  -2.863  -2.667  6.516
O  -1.353  -4.162  5.745
O  -1.997  -2.347  4.571
O  1.838  -1.777  -8.535
O  0.672  1.469  2.832
O  2.944  -0.946  -2.470
O  4.771  0.355  -2.744
O  1.521  3.796  2.729
O  -3.519  -4.895  3.102
N  -3.874  1.077  -0.624
N  0.484  -3.582  -8.032
C  3.277  2.157  5.009
C  -2.967  -3.453  7.703
C  -3.607  -0.188  2.063
C  5.109  1.345  -3.715
C  -6.253  0.893  1.033
C  -2.009  2.236  -2.520
C  0.797  -2.065  -8.066
C  3.437  0.055  -2.857
C  -0.289  -1.162  -7.605
C  2.579  2.115  -1.338
C  -2.008  -3.155  5.614
C  0.686  -2.243  10.757
C  2.803  1.215  -3.620
C  1.556  -4.374  -7.327
C  3.921  1.376  -4.667
C  -0.956  0.580  -0.197
C  5.358  6.543  -2.183
C  -2.448  -0.779  -2.494
C  -3.525  -5.960  4.049
C  2.622  2.483  -2.748
C  -5.091  -1.630  -0.199
C  3.900  6.873  -1.967
C  -1.112  -2.754  3.522
C  1.957  2.077  5.747
C  2.549  1.814  -0.185
Be  2.142  7.708  -0.037
H  -4.256  -6.720  3.757
H  5.728  6.890  -3.142
H  -0.993  -0.371  0.341
H  3.409  3.213  -2.914
H  -1.055  2.074  -3.045
H  -0.449  -3.776  -7.666
H  3.742  3.138  5.128
H  1.303  -5.427  -7.417
H  -4.398  -4.506  3.095
H  3.779  7.939  -1.786
H  5.967  6.961  -1.385
H  -3.767  -5.579  5.044
H  -1.191  -2.018  2.729
H  3.800  2.199  -5.375
H  -0.012  0.601  -0.757
H  -4.218  -0.660  2.843
H  -2.466  -1.697  -1.903
H  2.550  1.235  0.705
H  -3.341  -4.452  7.479
H  -0.083  -2.782  3.880
H  -0.724  -1.510  -6.665
H  1.577  -4.081  -6.281
H  0.130  -0.171  -7.458
H  -6.779  0.271  1.767
H  -3.675  -2.944  8.351
H  -0.927  1.392  0.531
H  1.887  0.978  -4.148
H  -1.551  -0.820  -3.132
H  -3.325  -0.766  -3.146
H  -2.791  2.372  -3.270
H  -3.242  0.763  2.454
H  3.976  1.384  5.313
H  -2.753  -0.841  1.883
H  -4.210  -2.262  -0.336
H  6.030  1.053  -4.216
H  -1.407  -3.723  3.130
H  -1.071  -1.122  -8.367
H  0.520  -3.857  -9.017
H  2.502  -4.170  -7.815
H  -5.764  -2.160  0.488
H  -6.058  1.865  1.489
H  -6.913  1.037  0.176
H  1.622  1.044  5.861
H  -1.921  3.155  -1.937
H  -2.533  -6.402  4.070
H  3.477  6.299  -1.150
H  1.759  -2.155  10.823
H  -1.998  -3.519  8.195
H  5.361  2.309  -3.272
H  1.988  2.557  6.721
H  1.664  2.931  -3.006
H  -5.603  -1.530  -1.159

Computed properties:
spin multiplicity: 1
HOMO: -0.179 hartree
electronic energy: -19114.50611 hartree

=====

Entry 3:
ORCA calculation (the ωB97M-V functional and the def2-TZVPD basis) on a cluster of 3 separate species, C25H52I3N7O5P2 in total.

Atoms and positions in Å:
I  1.583  -2.202  -6.235
I  -1.612  1.622  -7.659
I  2.753  0.366  -0.116
P  -6.471  1.559  1.251
P  7.527  -1.549  1.772
O  0.002  1.219  0.355
O  -1.434  -1.343  -4.937
O  -0.552  0.693  -4.219
O  -7.452  0.812  0.343
O  6.539  -2.304  0.876
N  8.656  -0.589  2.705
N  -5.557  0.166  1.623
N  -4.947  2.073  -4.878
N  8.469  -2.930  2.115
N  -7.689  1.966  2.405
N  -5.343  2.508  2.198
N  6.324  -1.170  2.952
C  -7.785  1.475  3.763
C  -0.497  0.028  -6.665
C  0.482  -0.667  -7.331
C  1.423  -1.887  -2.558
C  -9.044  2.130  1.881
C  -0.867  -0.296  -5.146
C  6.261  -1.673  4.307
C  8.422  -3.858  3.219
C  -2.936  0.881  -2.553
C  9.292  -3.436  1.025
C  8.268  0.786  3.019
C  0.734  1.090  -0.602
C  0.670  -0.948  -2.732
C  -4.723  -0.360  0.553
C  4.958  -1.024  2.454
C  -5.639  -0.752  2.733
C  -4.079  0.150  -3.384
C  9.813  -1.008  3.469
C  0.890  -0.463  -8.829
C  -4.206  2.077  2.987
C  -1.750  -0.111  -2.111
C  -5.715  3.892  2.494
C  -4.308  0.723  -4.840
C  -0.369  0.207  -2.875
C  0.263  1.459  -2.061
H  10.454  -1.695  2.915
H  -6.402  4.279  1.740
H  0.779  -1.480  -9.332
H  7.808  0.856  4.010
H  -2.566  1.796  -3.105
H  9.526  -1.466  4.419
H  5.579  -1.064  4.912
H  -2.075  -1.147  -2.457
H  -4.620  2.550  -4.026
H  -9.541  1.160  1.734
H  -3.875  0.313  0.368
H  -3.547  2.917  3.226
H  -4.843  4.553  2.477
H  0.226  0.242  -9.405
H  -0.589  2.210  -1.989
H  -5.289  -0.462  -0.380
H  4.475  -2.001  2.308
H  -5.053  0.320  -2.816
H  7.561  1.168  2.280
H  -4.310  -1.345  0.785
H  -1.622  -0.183  -0.996
H  1.956  -0.084  -8.955
H  8.009  -4.829  2.925
H  10.126  -2.751  0.827
H  -6.061  -1.719  2.438
H  -9.669  2.723  2.557
H  -4.933  -0.005  -5.432
H  7.223  -1.601  4.818
H  -8.170  0.449  3.798
H  -6.191  3.977  3.476
H  -3.940  -0.972  -3.449
H  -3.567  1.375  2.450
H  9.128  1.462  2.991
H  -4.637  -0.932  3.144
H  4.937  -0.491  1.502
H  -4.528  2.570  -5.678
H  1.099  1.938  -2.657
H  -6.215  -0.390  3.576
H  9.434  -4.025  3.610
H  9.723  -4.415  1.244
H  -6.832  1.536  4.292
H  -3.393  1.265  -1.582
H  -9.040  2.657  0.926
H  5.893  -2.704  4.341
H  7.856  -3.511  4.076
H  -3.304  0.806  -5.355
H  2.146  -2.744  -2.554
H  4.334  -0.447  3.143
H  10.464  -0.159  3.703
H  8.710  -3.540  0.102
H  -4.519  1.631  3.935
H  -8.468  2.099  4.351

Computed properties:
SMILES: C#C[C@@](CCCCN)(CC(=O)I)OC(=O)/C(I)=C(/C)I.CN(C)P(=O)(N(C)C)N(C)C.CN(C)P(=O)(N(C)C)N(C)C
spin multiplicity: 1
HOMO: -0.285 hartree
electronic energy: -3318.68767 hartree

=====

Entry 4:
ORCA calculation (the ωB97M-V functional and the def2-TZVPD basis) on a cluster of 9 separate species, C25H53N3O36PS9 in total.

Atoms and positions in Å:
S  -1.570  5.131  3.768
S  -6.022  -3.457  -3.199
S  3.946  6.897  6.995
S  2.834  -4.175  6.310
S  4.721  -0.452  -1.073
S  -7.540  -9.314  -6.985
S  -4.158  -2.283  -6.510
S  -0.260  3.649  -2.419
S  6.823  3.069  -0.366
P  -1.863  -0.461  1.606
O  -6.061  -8.837  -6.559
O  -2.998  -1.250  1.174
O  -4.735  -3.039  -2.319
O  4.243  7.791  8.050
O  0.540  2.818  -3.245
O  -3.324  -0.929  -6.224
O  2.541  6.172  7.304
O  2.717  -3.599  7.806
O  -7.899  -10.418  -6.172
O  -1.262  -0.924  3.061
O  3.463  7.756  5.720
O  8.369  3.356  -0.683
O  -2.961  4.393  4.068
O  -2.049  5.979  2.489
O  4.081  -4.824  6.165
O  -0.245  3.036  -0.921
O  -5.279  -1.951  -7.307
O  -3.058  -3.006  -7.448
O  -8.337  -8.014  -6.467
O  -6.088  -2.630  -4.339
O  -7.152  -2.981  -2.148
O  4.863  5.909  6.552
O  -1.594  3.989  -2.741
O  2.910  -2.753  5.545
O  1.604  -4.796  5.973
O  -6.054  -4.874  -3.287
O  0.558  4.995  -2.106
O  2.548  -2.833  1.965
O  6.721  1.853  0.371
O  -7.619  -9.353  -8.399
O  -2.376  1.093  1.838
O  -4.276  -3.011  -5.306
O  -0.631  4.150  3.329
O  6.225  4.278  0.068
O  6.346  2.774  -1.873
O  -1.289  6.031  4.823
N  0.534  -1.429  0.571
N  2.579  -2.090  -0.339
N  1.489  -0.253  -1.315
C  -4.002  4.960  3.258
C  2.209  7.249  5.256
C  7.356  3.227  -2.785
C  -6.551  -2.761  -0.870
C  -5.152  -2.274  -1.182
C  2.502  -1.714  6.442
C  0.602  5.206  -0.686
C  4.367  0.336  0.547
C  2.950  -2.187  7.809
C  1.508  6.755  6.503
C  3.640  -1.910  -1.349
C  -0.500  -0.380  0.353
C  -2.086  -2.046  -7.863
C  8.659  3.018  -2.045
C  -3.298  5.455  2.014
C  1.470  -3.629  2.522
C  2.717  -3.209  0.618
C  -7.487  -7.251  -5.604
C  5.319  -0.160  1.743
C  1.574  -1.297  -0.363
C  -6.092  -7.465  -6.150
C  -1.987  -1.072  -6.706
C  0.629  3.812  -0.094
C  -1.027  -0.603  -1.101
C  0.219  -0.405  -2.036
H  1.748  -4.702  2.549
H  -1.589  -0.106  -7.012
H  1.067  7.582  7.063
H  1.413  -1.629  6.390
H  1.181  -3.293  3.527
H  0.298  -1.336  -2.633
H  -0.779  -0.138  3.381
H  8.972  1.972  -2.078
H  -0.056  0.641  0.435
H  2.954  -0.765  6.161
H  1.647  8.025  4.742
H  -0.003  0.399  -2.752
H  2.412  6.427  4.563
H  2.395  -1.712  8.614
H  -7.582  -7.652  -4.592
H  0.920  -1.239  1.501
H  0.286  3.794  0.940
H  -1.318  -1.669  -1.144
H  -5.153  -1.218  -1.464
H  4.702  -0.353  2.638
H  -1.137  -2.532  -8.082
H  3.747  -3.604  0.518
H  1.632  3.379  -0.153
H  7.310  2.669  -3.717
H  0.740  6.020  6.280
H  -6.528  -3.715  -0.337
H  -5.323  -7.273  -5.405
H  9.459  3.645  -2.431
H  -2.457  -1.553  -8.765
H  5.904  -1.034  1.419
H  -4.760  4.214  3.036
H  -4.467  -2.425  -0.350
H  -1.882  0.048  -1.336
H  -7.776  -6.203  -5.606
H  0.554  -3.584  1.900
H  4.256  -2.820  -1.413
H  -0.303  5.745  -0.395
H  -3.864  6.223  1.492
H  1.594  0.659  -0.877
H  3.174  -1.783  -2.341
H  3.311  0.293  0.878
H  4.600  1.402  0.418
H  -1.600  1.648  1.629
H  -1.373  -1.478  -5.897
H  -7.125  -2.039  -0.295
H  -3.082  4.633  1.326
H  6.022  0.647  1.984
H  1.475  5.793  -0.410
H  4.019  -2.018  7.957
H  -5.910  -6.842  -7.029
H  7.179  4.286  -2.988
H  -4.455  5.783  3.814
H  2.058  -4.048  0.323

Computed properties:
spin multiplicity: 1
HOMO: -0.435 hartree
electronic energy: -7781.92415 hartree
charge: +1